1.
Density functional theory data (wB97M-V/def2-TZVPD) for 2 unconnected molecules or ions with the total composition C3H3NO4S.

```
12
Properties=species:S:1:pos:R:3:nbo_charge:R:1
C 1.8836 -0.7112 -0.0506 -0.3678
C 1.5687 -0.9909 -1.3471 0.1459
C 0.7013 -0.1197 0.4484 -0.0253
N -0.2178 -0.0626 -0.4787 -0.1768
O -2.1518 2.3705 0.1580 -0.8256
O -1.7600 0.8611 2.0379 -0.8568
O -3.3724 0.2209 0.3063 -0.8212
O 0.3264 -0.6076 -1.6079 -0.2537
S -2.3939 1.1240 0.7901 2.4803
H 2.8010 -0.9022 0.4648 0.2426
H 2.1180 -1.4376 -2.1521 0.2178
H 0.4969 0.2555 1.4309 0.2406
```

## Properties
Lowest unoccupied orbital energy: 0.0 eV
SMILES string: O=S(=O)=O.c1cnoc1
2S+1: 1

2.
Density functional theory data (wB97M-V/def2-TZVPD) for a single C3H3NOS molecule.

```
9
Properties=species:S:1:pos:R:3:nbo_charge:R:1
C 2.0624 0.6103 -0.0722 0.1229
C 1.7868 -0.6954 -0.1112 -0.3621
C -1.1363 -0.5054 0.0520 -0.2185
N 2.3735 1.7252 -0.1145 -0.2653
O -1.1755 0.7364 0.6121 -0.6857
S 0.4157 -1.5347 -0.1733 0.5365
H -1.6488 -1.2477 0.6842 0.1969
H -1.6632 -0.5555 -0.9932 0.1836
H -1.0145 1.4668 0.1160 0.4919
```

## Properties
Lowest unoccupied orbital energy: -1.4 eV
2S+1: 1

3.
Density functional theory data (wB97M-V/def2-TZVPD) for a single C3H3NOS molecule.

```
9
Properties=species:S:1:pos:R:3:nbo_charge:R:1
C 1.1703 -1.0368 -0.1032 -0.2503
C 2.4943 -0.6365 -0.0796 0.7159
C -0.2151 0.8919 0.0970 -0.4440
N 0.0152 -0.4856 -0.1272 -0.3461
O 3.6361 -0.6458 -0.0509 -0.3804
S 1.0810 2.1703 0.0736 -0.0697
H 1.0363 -2.0574 0.0366 0.2517
H -0.8926 1.1218 -0.8465 0.2739
H -0.8437 1.0783 0.9000 0.2489
```

## Properties
Lowest unoccupied orbital energy (alpha / beta): -0.6 / -2.2 eV
2S+1: 1

4.
Density functional theory data (wB97M-V/def2-TZVPD) for a single C3H3NOS2 molecule.

```
10
Properties=species:S:1:pos:R:3:nbo_charge:R:1
C -1.8093 -0.9202 -0.1350 -0.3627
C -0.4248 -0.4221 -0.0376 0.4251
C 1.2920 1.1522 0.0392 -0.1711
H -1.8623 -2.0661 -0.0841 0.2428
H 1.5774 1.5208 0.9957 0.1914
H 1.8557 1.7220 -0.9150 0.2052
N 0.5025 -1.3293 0.0943 -0.5436
O -0.0765 0.9465 -0.0409 -0.4887
S -3.0943 0.0179 0.0633 0.1347
S 2.0396 -0.6216 0.0201 0.3669
```

## Properties
Lowest unoccupied orbital energy: -1.2 eV
SMILES string: S=CC1=NSCO1
2S+1: 1

5.
Density functional theory data (wB97M-V/def2-TZVPD) for a single C3H3NOS2 molecule.

```
10
Properties=species:S:1:pos:R:3:nbo_charge:R:1
C 0.0684 0.6083 0.1081 -0.4280
C -1.1869 0.3866 0.3845 -0.0562
C 1.1783 -0.2816 -0.1159 0.0825
N 0.8464 -1.6391 -0.2634 -0.8477
O -1.2037 -2.7788 -1.2322 -0.8258
S 2.6364 0.2564 -0.7226 -0.0359
S -0.6276 -2.3899 0.0407 1.2296
H 0.4017 1.5556 0.0465 0.2394
H -2.0745 1.0671 0.3490 0.2085
H 1.3660 -2.1708 -0.9964 0.4337
```

## Properties
Lowest unoccupied orbital energy (alpha / beta): -1.5 / -1.1 eV
2S+1: 1

6.
Density functional theory data (wB97M-V/def2-TZVPD) for a single C3H3NOS2 molecule.

```
10
Properties=species:S:1:pos:R:3:nbo_charge:R:1
C -0.7822 0.9922 0.5038 0.1592
C -1.8844 -0.0320 0.0903 0.2439
C 1.2040 0.0857 -0.4591 0.0363
N 0.4384 0.9271 0.2308 -0.3786
O -3.0676 0.3136 0.1289 -0.5540
S -1.1670 -1.4696 -0.4990 -0.2224
S 2.0474 -1.0660 0.5342 0.1237
H -1.1519 1.7892 1.1015 0.2146
H 1.7921 0.3727 -1.2611 0.2260
H 2.5712 -1.9128 -0.3701 0.1513
```

## Properties
Lowest unoccupied orbital energy (alpha / beta): -1.6 / -1.6 eV
2S+1: 1

7.
Density functional theory data (wB97M-V/def2-TZVPD) for a single C3H3NOS2 molecule.

```
10
Properties=species:S:1:pos:R:3:nbo_charge:R:1
C -0.8498 -0.3137 0.6456 0.0694
C -1.0799 -1.0912 -0.6965 -0.1473
C 0.7859 0.4486 -0.8188 0.2764
H -2.1044 -1.2281 -1.3194 0.2595
H -0.7693 -2.1879 -0.4084 0.2335
H 0.2325 1.1441 1.2023 0.4326
N 0.0936 0.4892 0.5020 -0.5915
O -0.0248 -0.4098 -1.5916 -0.4961
S -1.5034 -0.7807 2.0339 -0.1124
S 2.0688 1.2722 -1.0988 0.0759
```

## Properties
Lowest unoccupied orbital energy: -0.4 eV
SMILES string: S=C1COC(=S)N1
2S+1: 1

8.
Density functional theory data (wB97M-V/def2-TZVPD) for a single C3H3NS molecule.

```
8
Properties=species:S:1:pos:R:3:nbo_charge:R:1
C -0.0031 -0.8462 0.5782 -0.6679
C 0.2132 0.7266 0.0462 -0.2272
C 0.3119 0.8501 -1.4033 0.1854
H -0.4975 -0.8302 1.6074 0.2382
H 1.3144 -1.0261 0.6401 0.2730
H -0.9455 -1.2527 0.0573 0.2697
N -0.2438 0.3433 -2.5437 -0.2093
S -0.1495 2.0352 1.0178 0.1380
```

## Properties
Lowest unoccupied orbital energy: -1.8 eV
SMILES string: CC(=S)C#N
2S+1: 1

9.
Density functional theory data (wB97M-V/def2-TZVPD) for 2 unconnected molecules or ions with the total composition C3H3NS.

```
8
Properties=species:S:1:pos:R:3:nbo_charge:R:1
C -0.0575 0.3366 3.2838 0.0674
C -0.2159 -0.3399 -2.1141 -0.6099
C 0.0418 -0.2754 -0.6669 -0.0817
N -1.1539 0.4500 3.0147 -0.3061
S 1.2876 0.5227 -1.5371 0.2239
H 0.0602 -1.1458 -2.8226 0.2342
H -0.9893 0.1749 -2.6887 0.2330
H 1.0270 0.2767 3.5309 0.2391
```

## Properties
Lowest unoccupied orbital energy: -0.4 eV
2S+1: 1

10.
Density functional theory data (wB97M-V/def2-TZVPD) for a single C3H3NS molecule.

```
8
Properties=species:S:1:pos:R:3:nbo_charge:R:1
C -0.1324 -0.8068 2.5522 0.1369
C -0.6869 -0.7162 1.3175 -0.0101
C -0.1548 -0.0416 0.0889 -0.7000
N 0.1695 -0.9036 3.6551 -0.1803
S -2.4654 -1.4035 1.1378 -0.0346
H -1.1160 0.1368 -0.4245 0.2714
H 0.1981 -0.9622 -0.4409 0.2674
H 0.5799 0.7591 0.1108 0.2493
```

## Properties
Lowest unoccupied orbital energy (alpha / beta): -2.2 / -2.3 eV
SMILES string: CC(=S)C#N
2S+1: 1

What are the largest force on an atom values for these records? In order: 0.020, 0.094, 0.090, 0.077, 0.072, 0.075, 0.126, 0.255, 0.058, 0.132 hartree/bohr.
What are the energy above the lowest of the compared OMol25 structures with the same formula, charge and spin values for these records? In order: 0.00, 321.08, 350.42, 243.96, 455.41, 303.61, 182.35, 406.04, 335.18, 160.62 kJ/mol.